[1]
C5H5NOS | ωB97M-V/def2-TZVPD

Geometry as XYZ:
```
13
Properties=species:S:1:pos:R:3:forces:R:3:mulliken_charge:R:1
H -1.1472 -0.9670 -1.3813 -0.890 -0.265 -1.086 0.356
O 0.2788 -1.4827 0.6599 -0.429 1.043 -0.579 -0.217
C -1.7170 -0.6363 -0.5296 -0.831 1.157 2.609 -0.233
H 1.5168 2.0850 -0.4753 -0.923 -2.180 1.695 0.258
H -1.2798 -0.4029 1.5525 0.736 -0.566 -0.809 0.373
C 1.8913 -0.1772 -0.3650 -3.047 -1.005 -1.604 -0.142
S -3.2652 -0.2135 -0.1107 1.695 -0.834 -1.604 -0.230
N 1.3922 -1.3723 -0.1930 1.107 1.235 0.878 -0.377
H -0.5656 1.7864 0.9969 -0.705 0.084 -0.730 0.383
C -0.1319 0.9524 0.4596 0.245 0.183 0.939 -0.237
C -0.7010 -0.4069 0.5865 -0.922 -0.852 1.788 0.039
C 1.0585 1.0659 -0.0598 3.975 1.478 -2.263 -0.350
H 2.6700 -0.2309 -1.1406 -0.011 0.521 0.765 0.378
```
Positions in Å, forces in eV/Å.

**E_tot**: -19634.259 eV
**Structure (SMILES)**: S=C[C@@H]1C=CC=NO1
**Relative energy (zero: lowest compared OMol25 entry of this formula, charge and spin)**: 109.1 kcal per mole
**Orbital gap**: 8.0 eV
**Highest occupied orbital energy**: -9.0254 eV

[2]
C3H4Cl6 | ωB97M-V/def2-TZVPD

Geometry as XYZ:
```
13
Properties=species:S:1:pos:R:3:forces:R:3:mulliken_charge:R:1
H -2.0640 -2.5468 0.4288 0.198 0.191 -0.290 0.365
H 0.4102 -0.7641 -0.2917 -0.285 0.025 0.047 0.211
C -1.0321 -2.2028 0.5002 0.861 0.261 0.831 -0.465
Cl 1.8721 1.5553 -1.5437 0.249 0.276 1.016 -0.071
Cl 2.4938 3.9657 0.1634 -0.280 -1.555 -0.097 -0.100
Cl -0.7869 -1.5463 2.1405 -0.354 0.411 0.621 -0.188
Cl -1.8035 0.1706 -0.7356 1.008 -1.068 0.159 -0.164
H -0.3312 -3.0342 0.5747 -0.244 -0.219 -0.800 0.265
C -0.5622 -1.1958 -0.5285 -1.265 -0.144 -0.342 -0.332
H -0.5242 -1.7436 -1.4701 0.041 0.402 -0.214 0.324
Cl 1.1205 1.5498 1.3970 0.798 0.566 -1.314 -0.046
Cl -0.2051 3.2748 -0.5163 0.695 -0.345 0.136 -0.091
C 1.4125 2.5174 -0.1187 -1.422 1.200 0.248 0.293
```
Positions in Å, forces in eV/Å.

**E_tot**: -78309.854 eV
**Structure (SMILES)**: ClC(Cl)(Cl)Cl.ClCCCl
**Relative energy (zero: lowest compared OMol25 entry of this formula, charge and spin)**: 10.0 kcal per mole
**Orbital gap**: 10.5 eV
**Highest occupied orbital energy**: -10.6868 eV

[3]
C2H5ClN3O | ωB97M-V/def2-TZVPD

Geometry as XYZ:
```
12
Properties=species:S:1:pos:R:3:forces:R:3:mulliken_charge:R:1
N 1.4238 -0.2121 0.5551 -0.099 0.207 0.085 -0.570
H 2.3548 -0.1458 0.9363 0.158 -0.290 0.077 0.271
C 0.8917 -1.3336 0.4258 0.516 -0.044 0.339 0.609
N -0.3811 -1.4085 -0.1272 0.101 -0.363 -0.797 -0.302
H -1.7476 2.1577 0.3656 0.139 -0.027 -0.064 0.277
O -1.1234 -0.2185 -0.0051 -0.473 0.175 0.575 -0.216
H -0.6289 2.8159 -0.7911 -0.005 -0.200 -0.036 0.273
C -0.5787 0.8125 -0.5770 0.743 -0.097 -0.428 0.267
N -1.0145 2.0055 -0.3222 -0.343 -0.334 0.215 -0.232
H 0.2160 0.6568 -1.3027 -0.260 0.088 0.043 0.432
H -0.9544 -2.2153 0.0957 -0.217 0.370 0.104 0.306
Cl 1.5424 -2.9146 0.7469 -0.260 0.516 -0.114 -0.116
```
Positions in Å, forces in eV/Å.

**E_tot**: -21186.679 eV
**Structure (SMILES)**: [H]/N=C(\Cl)NOC=[NH2+]
**Total charge**: +1
**Relative energy (zero: lowest compared OMol25 entry of this formula, charge and spin)**: 0.0 kcal per mole
**Orbital gap**: 10.7 eV
**Highest occupied orbital energy**: -14.7665 eV

[4]
C3H5FS2 | ωB97M-V/def2-TZVPD

Geometry as XYZ:
```
11
Properties=species:S:1:pos:R:3:forces:R:3:mulliken_charge:R:1
H 1.6696 0.0051 0.7486 -0.354 0.583 -0.204 0.283
C -1.3135 -0.0689 0.1959 0.041 0.000 -0.093 0.274
H 1.8128 1.7200 1.1713 -0.134 -0.162 -0.329 0.330
S -2.9047 -0.2590 0.5016 0.336 0.058 -0.034 -0.241
H 1.5219 1.2536 -0.5573 -0.146 -0.078 0.666 0.268
C -0.5877 -1.0808 -0.6846 0.812 0.268 1.422 -0.433
C 1.2957 1.0197 0.4976 0.764 -0.269 -0.060 -0.798
F 0.2696 -0.4564 -1.5848 -0.307 -0.325 0.034 -0.265
S -0.4406 1.2480 0.9100 -0.269 -0.225 -0.084 -0.012
H -1.3504 -1.6343 -1.1938 -0.134 -0.420 -0.487 0.335
H 0.0273 -1.7470 -0.0045 -0.608 0.569 -0.830 0.258
```
Positions in Å, forces in eV/Å.

**E_tot**: -27579.272 eV
**Structure (SMILES)**: CSC(=S)CF
**Relative energy (zero: lowest compared OMol25 entry of this formula, charge and spin)**: 4.9 kcal per mole
**Orbital gap**: 8.5 eV
**Highest occupied orbital energy**: -8.9020 eV